57
Properties=species:S:1:pos:R:3:lowdin_charge:R:1 method="wB97M-V/def2-TZVPD" e_homo_ev=-9.946 fmax_ha_per_bohr=0.05297 relative_energy_kcal_mol=61.5 total_energy_ha=-1412.1549
H -0.140 0.354 0.375 0.125
O 1.511 3.624 -1.228 -0.053
H -0.933 -2.967 -0.403 0.121
H -0.241 0.090 -4.723 0.088
H 1.587 2.656 -2.641 -0.002
O -0.284 0.381 -3.812 -0.059
H -0.375 4.117 -2.675 0.030
O -2.515 1.230 -2.641 -0.078
H -1.204 4.087 -1.305 0.020
O 1.733 2.137 -3.464 -0.061
H -1.773 1.102 -3.268 0.007
N 0.053 0.359 2.433 0.083
H 0.643 0.061 3.205 0.096
H 2.572 -1.835 1.538 0.088
O 1.873 -4.072 -0.711 -0.042
O 0.643 -2.496 4.534 -0.073
H -3.251 0.467 -1.042 0.027
H 1.506 -2.178 4.264 0.019
C 2.322 -0.274 -0.477 -0.029
H 0.576 2.478 1.949 -0.020
C 0.262 -0.291 1.175 -0.269
H 2.385 3.539 -0.819 0.078
H -1.598 2.739 0.933 0.065
H 2.570 -4.681 -0.969 0.047
O 0.026 -2.612 1.835 0.030
C 1.807 -0.112 0.940 -0.371
H -2.296 -1.036 3.414 0.051
O 1.184 -1.691 -2.929 -0.092
C -0.135 -1.744 0.988 -0.479
H -3.430 -0.235 0.293 0.045
O -3.010 -1.258 2.809 -0.031
N -0.786 -1.997 -0.170 0.215
H 1.476 3.066 3.075 0.040
H -2.553 2.160 -2.384 0.024
H 2.067 0.932 1.271 0.139
H 1.973 0.530 -1.117 0.070
H 2.276 -1.320 -0.802 0.062
H 0.168 -2.876 3.781 0.002
H 3.423 -0.105 -0.460 0.102
H 1.442 -4.358 0.101 0.030
H 1.007 -1.953 -2.018 -0.031
H 0.211 1.198 -3.586 0.041
O -1.218 3.932 -2.255 -0.053
H 0.969 3.528 -0.425 0.038
O -3.112 0.596 -0.084 -0.070
H -3.825 -1.459 3.276 0.074
O 1.252 3.138 2.145 -0.068
H -1.645 1.760 -0.263 0.000
O -2.916 -3.743 1.635 -0.078
H 0.673 -0.875 -3.111 -0.018
H -0.901 0.194 2.722 0.066
H -2.902 -2.843 1.995 -0.032
H 2.652 2.201 -3.725 0.061
H -1.255 -1.261 -0.679 0.108
O -1.148 2.497 0.119 -0.059
H -1.983 -3.967 1.554 0.006
O 2.587 -0.913 1.825 -0.030